(1)
Molecular formula: C18H40OP2PdSi
Method: DFT, wB97M-V/def2-TZVPD

Energy relative to the best compared isomer or geometry (same formula, charge and spin) = 1.810 eV
Expectation value of S² = 6.01
Orbital gap (alpha / beta) = 4.208 / 5.839 eV
Multiplicity = 5
Charge = +2
Total energy = -51274.7648 eV

Cartesian coordinates (Å):
P -0.105 -1.748 -1.755
P 0.155 1.473 -3.145
C -0.673 -1.208 -3.451
C 0.094 -0.067 -4.127
H -1.748 -0.990 -3.377
H -0.550 -2.090 -4.091
H 1.120 -0.362 -4.385
H -0.424 0.239 -5.050
C -1.576 2.016 -3.254
H -1.864 2.775 -2.521
H -2.246 1.155 -3.146
H -1.736 2.469 -4.249
C 1.200 2.769 -3.870
H 0.822 3.119 -4.834
H 2.224 2.394 -3.991
H 1.236 3.628 -3.186
C -1.401 -2.889 -1.257
H -1.270 -3.391 -0.248
H -1.362 -3.718 -1.974
H -2.368 -2.372 -1.311
C 1.395 -2.647 -2.197
H 2.189 -1.958 -2.532
H 1.154 -3.354 -3.008
H 1.746 -3.215 -1.324
Pd -0.780 -2.561 1.335
C 0.397 2.521 1.441
C -0.857 2.583 0.977
C -1.220 1.895 -0.311
C -0.913 0.397 -0.393
C 0.410 -0.022 -1.056
C 1.253 1.049 -1.797
C 1.835 2.068 -0.741
C 1.525 1.779 0.784
C 0.027 -4.000 2.342
H 0.694 3.027 2.372
H -1.631 3.177 1.483
H -0.672 2.429 -1.096
H -2.299 2.014 -0.491
H -0.924 -0.034 0.632
H -1.788 -0.102 -0.877
H 1.057 -0.503 -0.312
H 2.123 0.575 -2.294
H 1.548 3.087 -1.025
H 2.923 2.012 -0.878
H 1.389 0.692 0.965
H 2.440 2.051 1.323
H 0.841 -3.551 2.931
H 0.375 -4.754 1.627
H -0.813 -4.339 2.965
C -1.443 0.903 4.421
Si -0.235 -0.439 3.856
C 1.440 0.316 4.319
C -0.625 -1.903 4.964
O -0.263 -0.763 2.286
H -1.210 1.195 5.455
H -2.475 0.532 4.412
H -1.413 1.808 3.805
H 1.480 0.568 5.389
H 2.258 -0.387 4.115
H 1.655 1.234 3.753
H -1.668 -1.850 5.300
H -0.465 -2.850 4.441
H 0.013 -1.881 5.857

Cartesian forces, eV/Å:
1.60 2.07 -3.58
1.13 1.35 -1.88
-0.41 -0.64 0.29
0.24 0.60 0.07
0.24 -0.04 -0.17
-0.33 0.07 0.05
-0.21 0.06 -0.01
0.21 -0.36 0.12
-0.49 0.37 0.24
0.14 -0.22 -0.33
0.14 0.22 0.01
0.34 -0.39 0.19
-0.33 -0.02 -0.68
0.10 -0.02 0.08
-0.26 0.03 0.00
-0.13 -0.24 -0.09
-0.35 0.22 0.57
-0.25 0.01 -0.92
0.02 0.23 -0.06
0.16 -0.31 0.05
0.11 -0.48 0.49
-0.38 -0.24 0.19
0.13 0.20 0.32
0.13 0.11 -0.29
0.01 3.17 0.95
8.72 0.04 3.11
-8.42 -0.14 -3.07
-0.56 0.77 1.38
-0.66 -0.40 0.53
-0.19 -3.23 1.79
-1.11 -1.68 1.36
-0.21 -0.25 -0.05
0.08 0.50 0.03
0.87 -1.82 0.89
-0.40 -0.31 -0.49
0.45 -0.31 -0.39
0.00 0.08 0.00
0.44 0.21 -0.01
0.13 0.44 -0.42
0.46 0.50 -0.13
0.06 0.74 0.38
-0.61 0.16 -0.08
0.00 -0.12 0.26
-0.27 0.05 0.11
0.22 0.40 -0.03
-0.20 -0.15 -0.12
-0.23 -0.25 -0.33
0.00 -0.10 0.37
0.32 -0.16 -0.14
-0.20 -0.24 -0.38
-0.07 1.50 3.07
0.34 -0.34 -0.40
0.07 -0.17 -0.24
-0.36 -1.31 -2.48
0.00 -0.13 -0.25
0.06 0.12 0.01
0.03 0.00 0.04
-0.17 -0.13 -0.29
-0.02 0.12 0.08
-0.13 -0.20 0.13
0.19 -0.09 -0.09
-0.07 0.12 0.45
-0.12 -0.05 -0.19

Here are the natural (NBO) charges for atoms 1 to 2, given in e: 1.53 1.59

---

(2)
Molecular formula: C18H40P2SiSn
Method: DFT, wB97M-V/def2-TZVPD

Energy relative to the best compared isomer or geometry (same formula, charge and spin) = 0.000 eV
Orbital gap (alpha / beta) = 4.722 / 4.643 eV
Total energy = -51594.9872 eV

Cartesian coordinates (Å):
P 0.935 -1.247 -1.180
P 1.816 1.864 -0.842
C 1.620 -0.216 -2.652
C 2.577 0.911 -2.247
H 0.723 0.186 -3.149
H 2.053 -0.943 -3.351
H 3.520 0.452 -1.916
H 2.818 1.559 -3.107
C 0.195 2.542 -1.402
H -0.289 3.064 -0.566
H -0.541 1.789 -1.717
H 0.304 3.256 -2.235
C 2.834 3.234 -0.283
H 2.537 4.124 -0.872
H 3.912 3.059 -0.408
H 2.676 3.440 0.788
C -0.106 -2.194 -2.387
H -0.717 -2.960 -1.893
H 0.630 -2.700 -3.034
H -0.742 -1.540 -2.994
C 1.825 -2.838 -0.860
H 2.614 -2.759 -0.109
H 2.236 -3.197 -1.811
H 1.061 -3.550 -0.507
Sn 1.673 0.190 0.816
C -2.960 0.471 -1.125
C -2.872 -0.105 -2.341
C -3.681 -1.249 -2.857
C -4.303 -2.071 -1.708
C -3.302 -2.972 -1.101
C -2.386 -2.651 -0.184
C -2.168 -1.393 0.590
C -2.945 -0.086 0.279
C 3.180 -0.961 1.796
H -2.877 1.567 -1.113
H -2.146 0.362 -3.031
H -3.006 -1.877 -3.451
H -4.505 -0.874 -3.481
H -4.760 -1.381 -0.995
H -5.083 -2.717 -2.114
H -3.311 -3.995 -1.512
H -1.725 -3.466 0.165
H -1.101 -1.107 0.483
H -2.360 -1.602 1.656
H -3.937 -0.136 0.754
H -2.425 0.702 0.870
H 3.978 -0.314 2.187
H 3.559 -1.713 1.104
H 2.603 -1.413 2.613
C 2.210 2.911 3.794
Si 1.139 1.463 3.238
C 1.275 0.321 4.738
C -0.592 2.098 2.954
H 3.175 2.957 3.274
H 2.417 2.815 4.873
H 1.685 3.865 3.649
H 1.349 0.940 5.647
H 0.391 -0.322 4.838
H 2.169 -0.318 4.702
H -0.838 2.809 3.757
H -0.681 2.628 1.997
H -1.331 1.288 2.974

Cartesian forces, eV/Å:
-1.91 -0.98 -2.35
0.50 0.14 -0.93
0.00 -0.44 0.72
0.03 0.33 -0.58
0.20 -0.13 0.25
0.27 0.35 0.03
-0.22 0.40 0.25
-0.12 -0.09 0.22
-0.11 0.34 -0.25
0.34 -0.06 -0.04
0.55 -0.19 0.18
0.15 -0.17 0.28
0.17 1.39 -0.52
0.42 -0.10 0.34
-0.41 -0.15 -0.14
-0.20 -0.22 -0.43
-0.12 -0.61 -1.03
0.23 0.38 -0.23
-0.48 -0.06 -0.32
0.04 -0.20 0.15
0.66 0.31 0.23
-0.14 -0.16 -0.21
0.05 -0.12 0.26
0.26 0.26 -0.14
-1.49 -0.22 4.53
0.64 0.38 -0.07
-0.10 0.62 0.22
0.66 -0.93 0.69
-0.27 0.19 -0.70
0.65 -0.49 0.61
-0.45 -0.89 0.37
0.17 0.96 -0.32
-0.92 -0.01 0.78
1.17 0.08 0.04
1.06 -0.34 -0.05
-1.26 0.46 -0.32
-0.45 -0.18 -0.23
0.45 0.15 -0.06
-0.01 -0.13 -0.03
-0.23 0.23 -0.03
0.22 0.45 0.28
-0.24 0.40 -0.31
-0.36 -0.35 0.27
0.27 -0.01 -0.26
-0.01 -0.04 -0.21
-0.25 -0.48 -0.29
-0.08 -0.51 -0.02
0.28 0.05 0.45
0.27 0.06 -0.23
0.22 0.52 0.19
0.87 -0.19 -1.15
-0.33 -0.32 0.04
-0.50 0.29 0.54
-0.18 0.05 0.13
0.00 0.12 -0.28
0.17 -0.05 -0.04
-0.08 -0.17 -0.24
0.22 -0.03 0.02
-0.24 0.17 -0.02
-0.19 -0.07 -0.14
0.07 -0.14 0.15
0.10 0.14 -0.07

Here are the natural (NBO) charges for atoms 1 to 2, given in e: 0.72 1.01

---

(3)
Molecular formula: C18H41Br2Cl5CsN3O5S
Method: DFT, wB97M-V/def2-TZVPD

Orbital gap = 4.334 eV
Total energy = -248112.3867 eV

Cartesian coordinates (Å):
C 2.249 -2.033 -1.981
C 2.472 -0.738 -2.790
C 1.123 -0.269 -3.385
C 0.218 0.363 -2.307
C -1.121 -0.320 -1.970
N -1.354 -1.632 -2.637
Cl -2.990 -2.130 -2.363
H 2.465 -2.905 -2.600
H 1.259 -2.086 -1.532
H 2.998 -2.055 -1.186
H 3.196 -0.891 -3.603
H 2.861 0.064 -2.142
H 1.347 0.510 -4.099
H 0.692 -1.101 -3.948
H 0.803 0.419 -1.383
H 0.044 1.403 -2.595
H -1.144 -0.525 -0.902
H -1.999 0.296 -2.150
H -0.741 -2.341 -2.221
H -1.268 -1.579 -3.657
Cl 2.713 2.292 -3.636
Cs 4.767 1.504 -4.439
Br -2.291 -2.348 0.259
O 0.361 3.523 -0.262
H 0.979 3.509 -1.015
H 0.821 3.329 0.607
H -0.391 2.922 -0.404
C -2.153 -5.846 2.041
C -1.380 -7.031 2.376
N -0.769 -7.965 2.640
H -3.174 -6.105 1.766
H -2.203 -5.155 2.880
H -1.714 -5.307 1.203
C -2.325 2.440 4.536
C -2.632 2.373 3.036
C -1.964 3.588 2.374
S -0.537 4.004 3.410
O -0.743 5.289 3.974
O 0.703 3.680 2.692
C -0.838 2.740 4.649
H -2.582 1.511 5.041
H -2.901 3.247 4.995
H -2.218 1.447 2.624
H -3.704 2.364 2.842
H -1.626 3.363 1.366
H -2.615 4.457 2.354
H -0.547 3.112 5.624
H -0.241 1.865 4.388
C 4.906 7.432 -2.619
Cl 4.060 8.446 -3.781
Cl 4.326 5.763 -2.711
Cl 6.650 7.498 -2.881
H 4.697 7.806 -1.626
Br -1.348 6.691 1.864
C -1.653 -2.745 -6.424
O -1.378 -1.872 -5.609
N -1.426 -4.048 -6.253
C -1.777 -5.032 -7.264
C -0.808 -4.499 -5.015
H -2.125 -2.506 -7.387
H -2.487 -5.747 -6.848
H -0.880 -5.564 -7.584
H -2.227 -4.544 -8.125
H -1.434 -4.213 -4.167
H 0.170 -4.028 -4.899
H -0.692 -5.578 -5.030
C 2.044 0.823 7.170
C 0.608 0.544 7.549
O -0.297 1.225 7.130
C 0.356 -0.622 8.474
H 2.081 1.683 6.505
H 2.630 1.042 8.063
H 2.468 -0.041 6.655
H 0.872 -0.464 9.423
H 0.709 -1.547 8.015
H -0.711 -0.708 8.663

Cartesian forces, eV/Å:
1.32 0.44 -0.19
-1.03 -0.17 0.20
0.77 0.08 -0.06
0.06 -0.29 -0.18
0.32 0.76 0.60
-0.53 0.52 0.37
-0.68 -0.04 -2.39
-0.41 -0.10 0.00
0.03 -0.06 0.09
-0.24 -0.25 0.21
-0.14 -0.15 0.23
-0.12 -0.30 -0.25
-0.27 -0.15 -0.29
-0.20 0.01 0.14
-0.05 -0.12 0.01
-0.18 -0.09 -0.13
-0.21 -0.31 -0.07
0.07 -0.06 -0.47
-0.15 -0.12 0.12
0.21 -0.20 -0.46
-7.39 3.84 3.25
7.75 -2.79 -3.05
0.91 -0.45 2.20
0.38 -0.11 0.29
0.16 -0.01 -0.28
-0.44 0.57 0.65
-0.07 0.07 0.07
-0.19 0.31 -0.13
-0.07 0.07 0.00
0.08 -0.11 0.01
0.03 -0.13 0.02
0.09 -0.05 0.05
0.06 0.00 0.03
-0.09 0.08 -0.10
0.22 -0.10 -0.05
-0.35 -0.68 0.25
-0.59 -0.25 -0.39
0.84 -0.60 1.87
0.07 -0.30 -0.60
-0.02 -0.13 -0.11
0.04 0.01 0.05
0.02 0.01 0.02
-0.04 -0.04 0.06
0.00 0.02 -0.03
-0.04 0.23 -0.05
0.24 0.18 -0.08
0.13 0.08 -0.05
0.04 0.02 0.02
0.01 0.03 -0.08
-0.01 0.00 0.02
-0.05 -0.07 0.01
0.01 -0.01 0.03
-0.01 -0.02 0.01
-0.32 0.94 -1.90
-0.10 0.05 -0.10
0.11 0.07 0.42
0.01 -0.12 -0.04
0.09 -0.05 0.21
-0.04 0.28 0.00
0.02 0.05 0.01
-0.01 -0.04 -0.08
-0.05 -0.04 -0.07
0.00 0.05 0.02
0.01 -0.11 0.04
0.03 -0.06 0.04
-0.03 -0.01 -0.03
-0.14 0.19 -0.14
0.06 -0.06 0.05
-0.07 -0.04 0.07
-0.24 0.09 -0.05
-0.01 0.01 0.00
0.07 -0.15 -0.01
0.08 -0.05 0.15
0.12 -0.11 -0.05
0.14 0.00 0.10
-0.01 0.02 -0.01

Here are the Löwdin charges for atoms 1 to 2, given in e: -0.08 -0.31